Record 1
Computed, not measured: a cluster of 4 separate species, C29H27BO18 in total in a non-equilibrium geometry, with ωB97M-V with the def2-TZVPD basis set.

Its SMILES is CCOB(O)C1=CC(=O)C(OC[C@@H](C)O)=CC1=O.O=C1C=C(O)C(=O)C=C1O.O=C1C=C(O)C(=O)C=C1O.O=C1C=C(O)C(=O)C=C1O. As for the HOMO energy: -9.67 eV.

Last column: Mulliken charge in e.
Element x y z (Å)
C  3.84  -0.01  2.51  -0.98
C  2.26  0.43  2.46  0.16
O  2.00  1.86  2.73  -0.42
B  0.73  2.31  2.12  0.64
O  0.74  3.67  1.49  -0.55
C  -0.68  1.47  2.09  0.38
C  -1.76  1.66  1.04  -0.42
C  -3.15  0.72  1.10  0.19
O  -4.35  1.21  0.73  -0.52
C  -2.93  -0.84  1.65  0.71
O  -3.80  -1.88  1.09  -0.41
C  -3.18  -3.21  1.11  -0.38
C  -3.54  -4.09  2.48  0.24
C  -2.24  -4.99  3.00  -1.08
O  -4.01  -3.26  3.60  -0.53
C  -1.89  -1.01  2.70  -0.12
C  -1.05  0.29  3.23  -0.10
O  -0.65  0.40  4.50  -0.57
H  4.37  0.09  1.47  0.21
H  3.90  -1.16  2.83  0.28
H  4.38  0.60  3.34  0.32
H  1.71  -0.17  3.33  0.15
H  1.71  0.09  1.46  0.03
H  0.90  3.45  0.50  0.27
H  -1.64  2.48  0.18  0.29
H  -3.68  -3.83  0.22  0.20
H  -2.02  -3.22  0.95  0.23
H  -4.41  -4.88  2.26  0.36
H  -2.27  -6.08  2.52  0.32
H  -2.33  -5.17  4.17  0.29
H  -1.22  -4.49  2.69  0.30
H  -3.22  -3.12  4.24  0.35
H  -1.66  -2.07  3.15  0.16
C  3.21  -1.97  -2.00  -0.93
C  2.72  -2.40  -3.16  0.40
C  1.78  -1.57  -3.97  0.83
O  1.36  -1.99  -5.04  -0.64
C  1.38  -0.26  -3.43  -0.77
C  1.86  0.17  -2.26  0.31
C  2.83  -0.65  -1.47  0.95
O  3.27  -0.22  -0.41  -0.54
O  1.49  1.40  -1.75  -0.60
O  3.07  -3.64  -3.67  -0.61
H  3.89  -2.56  -1.41  0.47
H  0.68  0.32  -4.01  0.47
H  1.98  1.48  -0.90  0.27
H  2.59  -3.72  -4.52  0.35
C  1.68  6.71  1.39  -0.89
C  2.89  7.02  0.91  0.11
C  3.29  8.43  0.67  0.84
O  4.41  8.68  0.24  -0.63
C  2.31  9.49  0.96  -0.96
C  1.10  9.18  1.44  0.44
C  0.71  7.77  1.70  0.86
O  -0.40  7.53  2.16  -0.63
O  0.17  10.17  1.71  -0.56
O  3.81  6.03  0.61  -0.53
H  1.37  5.69  1.57  0.91
H  2.61  10.51  0.76  0.41
H  -0.62  9.70  2.05  0.35
H  4.60  6.50  0.28  0.35
C  -0.82  -4.95  -3.45  -1.00
C  -1.49  -5.70  -4.33  0.45
C  -2.93  -5.44  -4.62  0.87
O  -3.52  -6.13  -5.44  -0.60
C  -3.60  -4.34  -3.89  -0.71
C  -2.92  -3.60  -3.01  0.25
C  -1.48  -3.84  -2.74  0.90
O  -0.88  -3.13  -1.94  -0.57
O  -3.54  -2.57  -2.32  -0.58
O  -0.88  -6.74  -5.00  -0.58
H  0.23  -5.12  -3.23  0.49
H  -4.65  -4.18  -4.09  0.45
H  -2.84  -2.18  -1.75  0.25
H  -1.58  -7.13  -5.57  0.35

***

Record 2
Computed, not measured: a structure of composition CH3N2O in a non-equilibrium geometry, with ωB97M-V with the def2-TZVPD basis set.

Its charge is +1. As for the HOMO energy: -17.20 eV.

Last column: natural (NBO) charge in e.
Element x y z (Å)
C  0.99  0.36  0.12  0.12
N  0.06  -0.48  -0.30  -0.48
N  -1.75  -0.34  -0.14  0.53
O  -2.03  0.64  0.32  -0.02
H  0.51  1.23  0.39  0.21
H  1.94  0.01  0.24  0.24
H  0.28  -1.42  -0.63  0.42

***

Record 3
Computed, not measured: a structure of composition C30H49BrF2N4O2Y, with ωB97M-V with the def2-TZVPD basis set.

Its charge is +1. As for the HOMO energy: -10.33 eV.

Last column: natural (NBO) charge in e.
Element x y z (Å)
Y  -0.85  1.61  0.70  1.85
C  -3.50  1.36  3.02  -0.22
C  -3.51  -0.09  2.54  -0.22
N  -2.42  -0.87  3.13  -0.65
C  -1.38  -1.40  2.25  -0.25
C  -0.02  -0.95  2.75  0.27
C  0.82  -1.82  3.43  -0.25
C  1.97  -1.33  4.01  -0.11
C  2.23  0.03  3.94  -0.25
C  1.35  0.84  3.24  0.24
C  1.47  2.35  3.23  -0.24
N  0.34  2.96  3.92  -0.65
C  -0.60  3.79  3.19  -0.20
C  -2.04  3.31  3.31  -0.22
N  -2.15  1.92  2.86  -0.74
N  0.28  0.35  2.60  -0.58
H  -3.80  1.41  4.07  0.19
H  -4.20  1.94  2.43  0.23
H  -3.43  -0.10  1.45  0.20
H  -4.48  -0.53  2.77  0.22
H  -2.76  -1.57  3.77  0.39
H  -1.53  -1.07  1.22  0.21
H  -1.40  -2.49  2.21  0.22
H  0.55  -2.86  3.52  0.24
H  2.65  -1.99  4.54  0.24
H  3.09  0.47  4.42  0.23
H  1.52  2.70  2.19  0.20
H  2.42  2.64  3.69  0.22
H  0.60  3.36  4.81  0.39
H  -0.32  3.82  2.13  0.17
H  -0.56  4.84  3.51  0.22
H  -2.69  3.93  2.69  0.22
H  -2.38  3.40  4.35  0.20
H  -1.55  1.37  3.47  0.42
C  -0.50  -5.55  -3.37  -0.59
C  -0.78  -4.20  -4.04  -0.08
C  0.18  -4.00  -5.22  -0.59
C  -2.21  -4.22  -4.58  -0.61
C  -0.58  -3.07  -3.03  -0.02
C  -1.58  -2.18  -2.68  -0.23
C  -1.29  -1.18  -1.77  -0.15
Br  -2.64  0.09  -1.32  0.17
C  -0.05  -1.00  -1.15  0.34
O  0.09  0.01  -0.30  -0.98
C  0.97  -1.91  -1.49  -0.10
C  0.66  -2.90  -2.42  -0.13
C  2.41  -1.90  -0.94  -0.07
C  2.72  -3.26  -0.30  -0.59
C  3.38  -1.65  -2.11  -0.59
C  2.71  -0.84  0.13  -0.57
H  -0.64  -6.36  -4.09  0.21
H  -1.17  -5.71  -2.53  0.21
H  0.53  -5.61  -3.00  0.20
H  0.05  -4.80  -5.95  0.21
H  1.22  -4.01  -4.90  0.20
H  -0.01  -3.04  -5.72  0.21
H  -2.32  -5.04  -5.29  0.22
H  -2.46  -3.29  -5.11  0.21
H  -2.94  -4.38  -3.79  0.21
H  -2.57  -2.24  -3.11  0.23
H  1.45  -3.59  -2.69  0.20
H  2.60  -4.09  -1.00  0.21
H  2.05  -3.44  0.55  0.20
H  3.74  -3.27  0.07  0.21
H  3.28  -2.42  -2.88  0.21
H  4.41  -1.66  -1.75  0.21
H  3.18  -0.68  -2.57  0.21
H  2.05  -0.95  0.99  0.20
H  2.61  0.18  -0.25  0.20
H  3.74  -0.98  0.47  0.21
F  -3.49  2.53  0.22  -0.40
C  -2.35  3.39  0.00  -0.06
F  -2.22  3.42  -1.40  -0.37
H  -2.72  4.38  0.26  0.13
C  0.93  3.16  -2.73  -0.65
C  1.48  2.47  -1.50  -0.06
O  0.89  2.97  -0.25  -0.65
C  1.30  4.34  0.01  -0.06
C  0.23  5.37  -0.27  -0.64
H  1.32  2.65  -3.61  0.24
H  1.24  4.21  -2.79  0.21
H  -0.15  3.11  -2.75  0.24
H  2.56  2.60  -1.41  0.19
H  1.26  1.41  -1.52  0.23
H  2.19  4.53  -0.59  0.20
H  1.61  4.38  1.06  0.18
H  -0.16  5.29  -1.28  0.24
H  0.66  6.36  -0.13  0.23
H  -0.61  5.27  0.42  0.21

***

Record 4
Computed, not measured: the ion C7H6N3O2S with charge -1 in a non-equilibrium geometry, with ωB97M-V with the def2-TZVPD basis set.

Its charge is -1. As for the HOMO energy: -4.07 eV.

Last column: natural (NBO) charge in e.
Element x y z (Å)
C  -2.35  0.01  -0.41  0.02
C  -3.14  -1.10  -0.75  -0.13
C  -1.01  -0.44  -0.48  0.11
C  -5.12  -0.30  0.28  0.25
C  -3.88  1.80  0.12  0.89
C  0.20  1.48  0.67  -0.62
C  0.23  0.48  -0.49  -0.43
N  -0.90  -1.70  -0.88  -0.36
N  -4.84  0.89  0.47  -0.61
N  -2.29  -2.08  -0.97  -0.42
O  -4.11  2.98  -0.01  -0.61
O  -2.68  1.36  -0.23  -0.48
S  -6.04  -1.53  0.43  -0.04
H  0.62  2.44  0.47  0.20
H  0.62  1.21  1.75  0.19
H  -0.83  1.90  0.77  0.24
H  1.13  -0.06  -0.67  0.21
H  0.13  1.19  -1.34  0.20
H  -2.57  -2.86  -1.49  0.38

***

Here are the calculated orbital gap numbers, same order: 0.2770 0.3731 0.2891 0.2686 (Ha).
Here are the calculated E_tot numbers, same order: -2500.1437 -224.2457 -4354.0197 -983.2349 (a.u.).